Formula: C3H7Cl2N
Source: the Open Molecules 2025 dataset
Level of theory: the ωB97M-V functional and the def2-TZVPD basis

```
13
Properties=species:S:1:pos:R:3:nbo_charge:R:1
H 0.11 1.15 1.41 0.224
C -0.10 -0.85 0.88 -0.158
N 2.52 -1.24 -1.19 -0.818
H 1.43 0.65 -1.15 0.215
H 2.08 -1.68 -1.99 0.411
C -0.73 0.49 1.06 -0.695
H -1.33 0.95 0.35 0.225
H 3.02 -1.89 -0.55 0.393
Cl -1.14 -2.06 -0.03 -0.121
Cl 3.01 0.55 0.68 0.011
C 2.07 -0.10 -0.57 -0.065
H -1.21 0.44 2.04 0.214
H 0.21 -1.26 1.80 0.166
```

Calculated values
multiplicity: 1
orbital gap (spin up / spin down): 8.68 / 7.30 eV
energy relative to the best compared isomer or geometry (same formula, charge and spin): 3.6223 eV


Formula: C2H3AgFO2
Source: the Open Molecules 2025 dataset
Level of theory: the ωB97M-V functional and the def2-TZVPD basis

```
9
Properties=species:S:1:pos:R:3:lowdin_spin:R:1
Ag -1.33 0.38 3.79 0.790
H -0.90 -0.82 -0.39 0.002
H 0.75 -0.05 -3.41 0.000
O -0.79 -0.51 1.66 0.153
C -0.54 -0.15 0.42 0.019
O 2.08 -0.22 0.42 0.015
C 0.98 -0.19 0.23 0.016
H -0.79 0.89 0.11 0.005
F 0.54 0.67 -2.84 0.000
```

Calculated values
⟨S²⟩: 0.751
multiplicity: 2
orbital gap (spin up / spin down): 4.64 / 8.58 eV
energy relative to the best compared isomer or geometry (same formula, charge and spin): 0.6312 eV


Formula: C7H12
Source: the Open Molecules 2025 dataset
Level of theory: the ωB97M-V functional and the def2-TZVPD basis

```
19
Properties=species:S:1:pos:R:3:nbo_charge:R:1
C 0.03 -2.48 -0.02 -0.638
H -2.97 1.39 -1.03 0.210
C -1.42 0.31 0.02 -0.426
H 2.41 1.50 1.99 0.212
H 1.69 -1.20 -0.51 0.184
H 0.04 -3.17 -0.87 0.211
H -1.67 0.82 0.95 0.202
C -1.92 1.16 -1.16 -0.598
H -1.96 0.50 -2.03 0.208
H -1.92 -0.65 -0.02 0.208
C 0.62 -1.12 -0.32 -0.152
H -1.33 2.06 -1.33 0.208
C 2.15 1.10 1.03 -0.390
H 0.54 -2.98 0.80 0.218
H 0.36 2.12 0.61 0.197
H -1.00 -2.33 0.28 0.203
H 2.75 0.30 0.60 0.182
C 0.06 0.04 0.03 -0.045
C 0.87 1.16 0.60 -0.196
```

Calculated values
multiplicity: 1
orbital gap: 8.71 eV
energy relative to the best compared isomer or geometry (same formula, charge and spin): 2.3109 eV
SMILES string: C=C/C(=C/C)CC


Formula: C44H44F6N2
Source: the Open Molecules 2025 dataset
Level of theory: the ωB97M-V functional and the def2-TZVPD basis

```
96
Properties=species:S:1:pos:R:3:lowdin_spin:R:1
C 1.58 2.93 -4.65 0.000
C -1.76 -1.01 5.76 0.000
H -3.41 4.27 -3.09 0.000
C -0.08 0.09 3.37 0.000
C 5.91 -4.50 0.13 0.063
H 1.99 -2.43 5.86 0.000
C -0.46 1.10 -1.84 0.000
H -4.82 2.37 4.33 0.000
F -1.06 4.58 -4.09 0.000
H 3.92 -3.86 -0.54 0.014
C -0.55 4.43 -0.50 0.000
H 1.33 -2.30 -3.36 0.000
H 0.42 0.85 2.78 0.000
H -2.08 4.22 0.97 0.000
H 1.59 -3.27 -5.35 0.000
C 0.70 -0.53 -0.49 0.000
C 0.69 0.36 -1.55 0.000
H -0.54 -1.59 0.93 0.000
H -1.74 1.34 3.89 0.000
C 0.38 -3.66 5.18 0.001
H -2.44 1.54 -1.36 0.000
C -5.45 1.83 1.08 0.000
C 7.00 -4.12 0.81 0.085
C -1.57 0.33 3.53 0.000
C -4.68 2.18 2.20 0.000
C -1.74 -3.73 -3.20 0.000
H -3.39 -0.40 4.54 0.000
H -0.10 -3.62 -5.72 0.000
H -0.04 -3.79 6.16 0.000
H 0.85 2.18 -4.35 0.000
C 4.78 -2.42 0.81 0.075
C -1.61 -0.03 -0.04 0.000
C -0.47 -0.81 0.19 0.000
H 2.25 5.32 -6.93 0.000
C -0.49 -3.11 -2.74 0.000
C -6.86 1.80 1.12 0.000
C 4.81 -3.60 0.02 0.333
C 0.37 -2.54 -3.81 0.000
H 0.75 4.63 -2.26 0.000
F 8.09 -2.69 2.26 0.105
C 0.62 -3.50 -4.91 0.000
C -1.31 4.49 -2.78 0.000
H -7.37 1.65 0.18 0.000
C 3.74 4.50 -5.46 0.000
H -2.36 -1.66 3.91 0.000
H 0.50 3.72 -6.27 0.000
C 5.89 -2.06 1.56 0.075
C -2.64 4.39 -2.35 0.000
C 0.33 -4.15 2.82 0.000
F 2.90 1.98 -3.04 0.000
H 0.23 4.48 0.24 0.000
C 1.54 -3.49 2.63 0.003
C -1.60 0.93 -1.08 0.000
H 0.25 -0.89 3.04 0.000
C 2.15 -2.80 3.76 0.001
C -6.72 2.10 3.46 0.000
C 1.55 -2.91 4.99 0.000
C 2.48 4.63 -6.13 0.000
C 3.86 3.67 -4.39 0.000
C 1.40 3.83 -5.69 0.000
C -1.86 4.29 -0.09 0.000
N -2.76 -4.19 -3.49 0.000
C -7.56 1.91 2.36 0.000
C -5.36 2.19 3.41 0.000
F 3.28 -2.09 3.60 0.000
H -3.94 4.17 -0.70 0.000
C -0.31 -4.17 4.05 0.001
H 0.68 -4.52 -4.51 0.000
H -0.15 -4.60 1.96 0.000
C -2.91 4.26 -1.01 0.000
H 7.85 -4.77 0.94 0.000
H 5.89 -1.16 2.16 0.000
H -0.35 1.88 -2.58 0.000
H 4.76 3.56 -3.80 0.000
H -2.54 -0.13 0.49 0.000
H -0.02 -3.94 -2.22 0.000
C -0.25 4.53 -1.88 0.000
H -1.33 -4.51 4.08 0.000
C -2.34 -0.70 4.41 0.000
H 3.89 -1.80 0.75 0.000
H -2.11 0.41 2.58 0.000
H 4.66 5.03 -5.66 0.000
F 1.91 -1.10 -0.19 0.000
C 2.76 2.92 -3.95 0.000
H 5.92 -5.47 -0.34 0.000
H -0.84 -2.29 -2.12 0.000
H -3.61 2.20 2.26 0.000
H -7.10 2.06 4.47 0.000
H -8.61 1.75 2.50 0.000
N -1.23 -1.20 6.81 0.000
H 1.97 -3.43 1.64 0.001
H 1.64 0.49 -2.04 0.000
F -4.82 1.67 -0.07 0.000
H 0.41 0.16 4.34 0.000
H -0.13 -1.68 -4.25 0.000
C 6.95 -2.95 1.57 0.243
```

Calculated values
⟨S²⟩: 0.767
multiplicity: 2
orbital gap (spin up / spin down): 6.50 / 2.37 eV
total charge: +1


Formula: C25H32O8
Source: the Open Molecules 2025 dataset
Level of theory: the ωB97M-V functional and the def2-TZVPD basis

```
65
Properties=species:S:1:pos:R:3:nbo_charge:R:1
H 1.49 4.12 1.97 0.195
O -0.58 -1.14 1.95 -0.509
C 2.45 -1.36 0.40 -0.018
C 0.71 -0.87 2.10 0.825
H -5.19 -1.41 0.54 0.196
H 0.49 -1.32 -2.33 0.220
H -3.09 -1.57 1.87 0.235
H -2.86 -0.41 -3.00 0.234
H 6.51 1.30 -1.64 0.182
C 1.97 -0.99 -0.85 -0.017
C -0.42 2.33 0.06 0.342
H -1.66 -1.62 -2.47 0.238
H 6.39 -1.74 1.59 0.175
H 0.05 -1.95 -0.74 0.233
C -2.82 -1.01 2.76 -0.634
O 6.00 -0.35 0.09 -0.522
H 5.94 -0.11 2.15 0.180
H -7.10 -2.76 -0.34 0.217
O 0.07 3.37 0.79 -0.496
H -3.34 1.48 -1.44 0.225
C -1.60 0.25 -1.39 -0.049
H 1.31 1.10 0.06 0.239
H -1.13 0.23 3.39 0.198
C -0.28 0.13 -0.97 0.078
H 0.90 -2.72 1.06 0.237
H -3.62 -0.32 3.02 0.210
H -4.39 3.03 -0.07 0.171
C 3.79 -1.14 0.70 -0.282
C -3.72 3.79 -0.48 -0.248
C -2.32 1.42 -1.10 -0.291
H -2.67 -1.71 3.57 0.208
O -2.40 3.61 -0.04 -0.483
C 4.20 -0.23 -1.48 0.253
H -6.30 -0.40 -0.46 0.188
H -4.02 4.77 -0.11 0.200
O 4.90 0.32 -2.51 -0.497
H 7.52 -0.38 1.38 0.199
C -5.60 -1.24 -0.47 -0.075
C -6.27 -2.51 -0.98 -0.635
O -3.13 -2.29 -0.39 -0.613
O 1.14 0.10 2.68 -0.625
C 4.68 -0.58 -0.21 0.284
O -4.54 -0.82 -1.33 -0.517
C 6.47 -0.67 1.38 -0.251
C 0.29 1.19 -0.26 -0.351
H 4.14 -1.42 1.68 0.216
H 2.18 -2.39 2.25 0.237
H -5.55 -3.33 -0.98 0.225
H 1.42 2.34 1.99 0.209
C -1.76 2.45 -0.38 0.237
C 1.35 3.23 1.36 -0.264
H -6.63 -2.36 -2.00 0.210
C 0.52 -1.12 -1.25 -0.469
C 6.29 0.57 -2.42 -0.239
C 1.56 -1.95 1.47 -0.525
H 6.57 0.98 -3.39 0.187
H 2.13 3.19 0.59 0.171
C -3.35 -1.43 -1.19 0.817
H -3.78 3.78 -1.57 0.174
C -2.33 -0.83 -2.14 -0.522
H 2.52 -0.15 -2.74 0.222
C 2.86 -0.45 -1.76 -0.230
H -1.71 0.56 1.74 0.193
C -1.54 -0.23 2.49 -0.079
H 6.85 -0.34 -2.23 0.181
```

Calculated values
multiplicity: 1
orbital gap: 8.49 eV
energy relative to the best compared isomer or geometry (same formula, charge and spin): 1.6832 eV
SMILES string: CCOC(=O)Cc1cc(OC)c(OC)cc1Cc1cc(OC)c(OC)cc1CC(=O)OCC


Formula: C16H31NO3P2Ti
Source: the Open Molecules 2025 dataset
Level of theory: the ωB97M-V functional and the def2-TZVPD basis

```
54
Properties=species:S:1:pos:R:3:nbo_charge:R:1
H 2.52 2.70 2.91 0.212
H -3.72 2.55 1.80 0.253
H 0.93 4.50 1.58 0.218
H 0.90 -3.54 -0.63 0.249
H 2.29 0.89 2.74 0.257
C 0.51 3.75 0.88 -0.942
N 0.98 0.04 -0.50 -0.715
H -0.27 1.58 3.94 0.242
H -3.24 0.82 1.91 0.277
H 4.54 0.31 -3.23 0.202
H -3.87 2.51 -1.90 0.250
C 4.41 -1.28 -0.20 -0.203
O -1.68 -1.41 1.68 -0.719
H 2.62 -1.43 1.04 0.222
P -0.99 -2.27 -1.37 1.068
H -0.12 -1.84 -0.04 -0.095
C -3.77 1.58 1.28 -0.719
Ti -0.53 -0.21 0.37 0.780
H -0.53 4.01 0.61 0.222
C 4.15 -0.07 -2.29 -0.195
C 3.09 -1.01 0.14 -0.288
H -2.74 -4.05 -1.65 0.228
C 4.94 -0.77 -1.38 -0.288
H 2.85 1.87 1.31 0.254
P 0.48 2.10 1.70 0.969
C -3.59 1.55 -1.40 -0.719
H -1.46 2.61 3.06 0.216
H -0.53 -1.26 -3.59 0.246
C 0.48 -3.37 -1.63 -0.956
H 1.22 -2.82 -2.22 0.259
H -2.14 -3.89 0.02 0.249
H -2.18 -0.87 -3.02 0.217
C -2.41 -3.33 -0.88 -0.943
H 1.13 3.66 -0.02 0.249
H 0.29 -4.35 -2.08 0.230
O 0.35 -0.77 2.24 -0.674
H 0.04 3.36 3.75 0.217
H 2.13 0.72 -2.67 0.208
C 2.83 0.23 -1.98 -0.275
H 5.01 -1.86 0.50 0.204
H 5.97 -0.96 -1.63 0.202
H -4.79 1.22 1.07 0.239
C -1.42 -1.67 -3.07 -0.946
C -3.04 1.76 0.00 0.650
H -2.87 1.00 -2.07 0.264
H -3.26 -2.67 -0.65 0.241
C 2.24 1.87 2.23 -0.941
O -1.79 1.36 0.10 -0.606
C -0.39 2.45 3.28 -0.949
C 2.26 -0.26 -0.76 0.157
H -4.49 0.90 -1.39 0.247
H -1.83 -2.45 -3.75 0.211
C -0.70 -1.44 2.50 0.642
H -0.79 -2.06 3.40 0.121
```

Calculated values
multiplicity: 1
orbital gap (spin up / spin down): 4.83 / 4.83 eV


Formula: CaH6N3O12
Source: the Open Molecules 2025 dataset
Level of theory: the ωB97M-V functional and the def2-TZVPD basis

```
22
Properties=species:S:1:pos:R:3:nbo_charge:R:1
H -0.04 13.72 -4.89 0.490
O -3.46 8.85 -3.33 -0.974
O -0.22 12.78 -4.82 -0.983
O -5.64 13.94 -4.89 -0.970
O -0.53 8.97 -8.63 -0.597
H -3.07 7.97 -3.33 0.492
N -0.13 8.57 -9.68 0.723
O -4.17 15.10 -11.22 -0.542
H -6.54 13.77 -4.62 0.487
O -6.68 7.00 -9.12 -0.468
Ca -3.11 11.32 -6.16 1.844
O -3.76 13.83 -9.55 -0.614
N -4.58 14.30 -10.35 0.719
O -5.75 14.04 -10.27 -0.501
N -6.84 7.76 -8.20 0.716
O -0.25 7.38 -9.90 -0.529
O 0.23 9.31 -10.60 -0.539
H 0.63 12.40 -4.57 0.495
O -6.00 8.68 -7.90 -0.648
H -4.01 8.87 -2.55 0.484
H -5.55 14.89 -4.86 0.485
O -7.82 7.68 -7.43 -0.570
```

Calculated values
multiplicity: 1
orbital gap: 2.84 eV
total charge: -1
energy relative to the best compared isomer or geometry (same formula, charge and spin): 10.7167 eV


Formula: C40H39N6OPPb
Source: the Open Molecules 2025 dataset
Level of theory: the ωB97M-V functional and the def2-TZVPD basis

```
88
Properties=species:S:1:pos:R:3:mulliken_charge:R:1
C -0.35 2.01 -2.34 0.570
H -4.33 -4.85 -0.91 0.504
H 1.57 5.05 3.11 0.498
H -2.34 -1.07 -1.24 0.704
H 0.54 0.13 3.67 0.202
N 0.44 -0.29 -1.58 0.070
H -2.59 4.93 4.15 0.491
C -5.36 0.26 0.27 -0.703
H -2.75 0.62 2.40 0.545
N 4.47 -0.66 1.86 -0.087
C -3.33 0.68 1.48 -0.251
C 0.58 4.64 2.95 -0.845
N 2.62 0.01 0.90 0.296
H 5.10 -0.97 2.58 0.289
H 0.09 2.18 -4.43 0.627
H 1.07 -2.65 3.61 0.531
C 4.89 0.63 -2.01 -0.788
H -1.09 4.70 -0.37 0.598
C -2.00 3.64 2.55 -0.550
H 4.96 1.02 -3.01 0.505
H -3.97 -2.73 -2.08 0.576
C -2.80 1.31 0.35 0.919
C -0.18 2.71 -3.53 -1.206
C -0.49 5.08 3.74 -0.585
C 6.06 0.15 -1.39 -0.683
H 6.96 -0.67 0.39 0.487
C -0.05 0.55 -2.45 0.441
H 2.05 -1.27 -2.51 0.344
N 0.97 -0.59 3.09 -0.171
C -4.84 0.89 -0.86 -0.854
H -0.76 5.88 -2.49 0.520
C 0.32 -1.89 3.39 -1.266
H -1.21 -4.19 2.98 0.319
C -2.94 -4.47 0.65 -1.172
C -0.69 2.74 -1.17 0.904
C -3.62 -4.15 -0.51 -0.884
H 6.99 0.17 -1.94 0.458
C -3.40 -2.94 -1.18 -1.495
C -2.49 -2.00 -0.72 0.694
C 0.22 -1.32 -3.67 -0.843
C -1.77 4.58 3.54 -0.784
H 2.30 -3.69 -3.20 0.440
H 0.82 -1.46 -4.56 0.390
H -0.32 5.83 4.50 0.475
C -0.33 4.10 -3.59 -0.937
H -0.19 4.60 -4.54 0.502
C 0.37 3.70 1.97 -0.669
C -0.56 -2.34 2.26 0.205
C 1.28 -3.88 -2.86 -1.693
P -1.23 2.11 0.41 1.025
H 1.19 3.39 1.33 0.524
H 0.62 -3.85 -3.73 0.433
H -5.03 -0.33 2.31 0.531
H -3.00 3.27 2.38 0.504
N -1.23 -3.49 2.25 -0.056
C -2.03 -3.52 1.11 0.907
H 1.66 -4.12 -0.20 0.558
H 2.68 0.30 3.93 0.474
Pb 0.45 0.13 0.63 1.660
H -6.36 -0.13 0.25 0.520
H 1.55 -2.45 0.29 -0.045
C -3.56 1.42 -0.82 -0.702
C -0.93 3.20 1.76 0.858
H 2.79 1.06 -1.82 0.406
C 4.82 -0.32 0.55 0.844
C 3.17 -0.44 2.02 0.474
C -0.83 4.13 -1.25 -1.167
C 2.43 -0.56 3.31 -1.269
C -0.65 4.81 -2.46 -0.909
C 6.05 -0.33 -0.09 -1.063
H 1.25 -4.90 -2.47 0.468
H -0.70 -1.91 -3.73 0.443
H -0.30 -1.80 4.28 0.566
O -0.17 0.09 -3.66 -0.329
N -0.84 -1.60 1.19 0.574
H -5.44 0.98 -1.75 0.526
C 3.67 0.63 -1.36 -0.645
C -4.60 0.15 1.43 -0.854
C -1.79 -2.32 0.44 -0.560
C 0.87 -2.88 -1.77 1.087
H -3.17 1.94 -1.69 0.580
C 1.77 -3.10 -0.56 -1.213
H -3.12 -5.40 1.17 0.545
C 0.98 -1.48 -2.36 -0.075
H -0.18 -3.08 -1.51 -0.539
C 3.65 0.12 -0.06 0.405
H 2.77 -1.45 3.85 0.474
H 2.82 -2.95 -0.83 0.402
```

Calculated values
multiplicity: 1
orbital gap: 6.32 eV
total charge: +4
energy relative to the best compared isomer or geometry (same formula, charge and spin): 0.0000 eV


Formula: C11H25BF3O8S2
Source: the Open Molecules 2025 dataset
Level of theory: the ωB97M-V functional and the def2-TZVPD basis

```
50
Properties=species:S:1:pos:R:3:nbo_charge:R:1
F -2.35 0.34 -0.71 -0.328
H -1.47 3.25 -1.70 0.203
C -5.05 -3.86 -0.68 -0.076
H -0.94 0.47 -2.83 0.221
H -3.97 -2.91 -2.27 0.219
H -1.83 -6.94 1.07 0.250
C -1.58 1.35 -2.73 -0.483
H -5.88 -4.21 -1.28 0.187
H -2.02 1.53 -3.71 0.201
F -3.51 -0.01 -2.51 -0.369
H 1.48 1.20 -3.05 0.207
B 0.50 2.22 -1.24 -0.132
C -0.79 2.56 -2.21 -0.627
H 1.15 3.27 -1.10 -0.074
H -5.42 -3.66 0.33 0.198
O 2.87 3.26 1.62 -0.891
H 5.52 5.55 1.68 0.238
H 5.20 4.30 0.43 0.255
H 2.92 1.35 3.36 0.245
H 4.36 0.49 2.83 0.220
H 4.33 2.90 4.74 0.196
H -5.14 -1.87 -1.44 0.226
O 1.55 -1.25 -2.54 -0.679
H 0.53 -1.64 -0.62 0.478
C 4.76 4.98 1.15 -0.888
O -4.17 -5.02 -0.61 -0.732
S 3.84 4.03 2.31 2.380
O 3.45 4.86 3.42 -0.956
H -2.29 -6.90 -0.66 0.252
O -3.78 -4.90 1.81 -0.949
C -4.39 -2.66 -1.30 -0.643
H -3.59 -2.25 -0.68 0.244
O -1.98 -4.24 0.24 -0.925
O 5.04 3.09 2.80 -0.730
C 1.28 -0.36 -1.74 0.808
H 0.15 1.87 -0.13 -0.050
H 3.87 0.42 4.53 0.207
H 2.53 1.30 -1.65 0.236
H 5.77 1.98 4.31 0.185
C 1.50 1.10 -1.96 -0.748
S -3.10 -5.07 0.56 2.390
O 0.75 -0.70 -0.54 -0.684
C 3.93 1.06 3.65 -0.643
C -2.72 0.92 -1.87 0.984
H 4.05 5.64 0.67 0.259
C -2.64 -6.76 0.36 -0.887
H -0.43 3.11 -3.10 0.185
C 4.78 2.27 3.97 -0.075
F -3.56 1.93 -1.53 -0.346
H -3.49 -7.38 0.58 0.244
```

Calculated values
multiplicity: 1
orbital gap: 7.01 eV
total charge: -1


Formula: C3H4N4O
Source: the Open Molecules 2025 dataset
Level of theory: the ωB97M-V functional and the def2-TZVPD basis

```
12
Properties=species:S:1:pos:R:3:nbo_charge:R:1
H 2.97 -0.44 -0.15 0.406
O -2.43 -0.40 0.13 -0.333
N 2.02 -0.34 0.16 -0.302
C -0.12 -0.61 -0.07 -0.142
C 1.07 -1.31 -0.03 0.010
C 0.24 0.76 -0.04 0.331
N -1.46 -1.08 -0.09 0.116
N 1.57 0.88 0.01 -0.325
H 1.31 -2.36 -0.22 0.236
N -0.68 1.79 -0.07 -0.804
H -1.59 1.45 0.11 0.409
H -0.49 2.73 -0.01 0.399
```

Calculated values
multiplicity: 1
orbital gap: 8.36 eV
energy relative to the best compared isomer or geometry (same formula, charge and spin): 3.4028 eV
SMILES string: Nc1n[nH]cc1N=O


Formula: C4H15NO3
Source: the Open Molecules 2025 dataset
Level of theory: the ωB97M-V functional and the def2-TZVPD basis

```
23
Properties=species:S:1:pos:R:3:nbo_charge:R:1
H -1.10 0.95 -0.82 0.194
H -0.53 -3.13 -0.26 0.385
H 1.22 0.33 -2.01 0.203
C -0.64 -1.12 -0.58 0.238
H -2.36 -0.21 -1.38 0.198
O -0.74 1.02 1.93 -0.983
C 1.44 -0.73 -1.85 -0.589
H 0.94 -1.25 -2.66 0.207
C -1.39 -0.08 -0.91 -0.587
H -1.25 3.44 -0.61 0.490
H 2.51 -0.93 -1.95 0.204
H -2.18 -2.49 -0.27 0.390
N -1.20 -2.41 -0.47 -0.829
H -1.71 0.92 1.92 0.488
H 1.16 -0.46 0.27 0.229
H -0.56 1.85 1.43 0.492
H 2.27 0.78 3.15 0.461
C 0.86 -1.19 -0.49 -0.456
H 0.98 0.24 2.45 0.495
H 0.11 3.34 0.11 0.478
O 1.73 -0.02 3.00 -0.964
O -0.83 3.32 0.25 -0.951
H 1.30 -2.16 -0.25 0.207
```

Calculated values
multiplicity: 1
orbital gap: 8.15 eV
energy relative to the best compared isomer or geometry (same formula, charge and spin): 1.1029 eV
SMILES string: C=C(N)CC.O.O.O